No. 1
Computed, not measured: a 2-piece molecular cluster, C4H7NO3 overall at a distorted geometry, with wB97M-V/def2-TZVPD.

ORCA input file:
```
! RIJCOSX wB97M-V def2-TZVPD def2/J DEFGRID3
* xyz 0 1
O -2.64 -0.22 -0.68
C -1.43 -0.37 -0.62
N -0.53 0.33 -1.37
C 0.95 0.52 -1.02
O 1.31 1.66 -1.26
C -0.83 -1.27 0.36
C 0.58 -1.19 0.70
O 1.16 0.02 0.45
H -1.03 1.20 -1.54
H 1.49 -0.33 -1.49
H 0.10 2.24 1.53
H -1.42 -1.92 1.00
H 1.13 -1.96 0.16
H 0.68 -1.36 1.78
H 0.46 2.67 2.01
*
```

Properties
E_LUMO: -4.21 eV
energy relative to the best compared isomer or geometry (same formula, charge and spin): 710.78 kJ/mol

Mulliken atomic charge list, values in e, 6 entries: -0.571 0.429 -0.191 0.032 -0.618 0.091

---

No. 2
Computed, not measured: a 2-piece molecular cluster, C4H7NO3 overall at a distorted geometry, with wB97M-V/def2-TZVPD.

ORCA input file:
```
! RIJCOSX wB97M-V def2-TZVPD def2/J DEFGRID3
* xyz 0 1
C 0.85 2.67 0.20
C 0.57 1.68 -0.41
O 0.21 0.51 -0.77
C -0.95 -0.09 -0.44
C -1.00 -0.88 0.96
H 1.23 3.56 0.80
H -1.78 0.64 -0.40
H -1.12 -0.81 -1.36
H -1.50 -0.35 1.77
H -1.62 -1.77 0.78
H -0.07 -1.31 1.37
O 3.08 -1.58 -0.18
N 2.49 -0.57 0.04
O 3.31 0.61 -0.15
H 2.76 1.33 0.13
*
```

Properties
E_LUMO: 0.30 eV
energy relative to the best compared isomer or geometry (same formula, charge and spin): 739.61 kJ/mol
SMILES: C#COCC.O=NO

Mulliken atomic charge list, values in e, 6 entries: -0.071 -0.144 -0.328 -0.311 -0.965 0.357

---

Among the records above, which one has the lowest energy relative to the best compared isomer or geometry (same formula, charge and spin)?
number 1

---

Number 1 is which compound?
C4H7NO3